Entry from the Open Molecules 2025 dataset: a gas-phase ion, C2H6N3S2 (charge +1) (the ωB97M-V functional and the def2-TZVPD basis).

Properties
Relative energy (zero: lowest compared OMol25 entry of this formula, charge and spin) (eV): 3.364
LUMO (eV): -4.0
Kohn-Sham gap (hartree): 0.337

The geometry in ORCA input format:
```
! RIJCOSX wB97M-V def2-TZVPD def2/J DEFGRID3
* xyz 1 1
C -0.048 -1.314 -2.034
C 0.573 0.459 -0.088
N -1.130 -0.541 -1.736
N -1.288 0.204 -0.877
N 0.088 0.397 1.348
S 1.330 -0.911 -0.616
S 1.033 2.121 -0.489
H -0.082 -2.372 -2.198
H 0.343 -0.814 -2.942
H -0.518 1.219 1.527
H 0.934 0.692 1.921
H -0.294 -0.536 1.434
H -0.139 2.725 -0.207
*
```

=====

Entry from the Open Molecules 2025 dataset: a molecular structure, C50H43As2CuN8OSTe (the ωB97M-V functional and the def2-TZVPD basis).

Properties
LUMO (alpha / beta) (eV): -1.9 / -4.3
Expectation value of S²: 0.7625
Kohn-Sham gap (alpha / beta) (hartree): 0.314 / 0.219

The geometry in ORCA input format:
```
! RIJCOSX wB97M-V def2-TZVPD def2/J DEFGRID3
* xyz 1 2
Cu 1.047 -0.037 0.257
C 1.654 -4.043 -0.943
C 2.566 -3.371 0.083
As 2.873 -1.440 -0.116
C 4.309 -1.177 1.156
C 5.338 -2.100 1.325
C 6.345 -1.862 2.247
C 6.338 -0.698 3.004
C 5.322 0.229 2.837
C 4.312 -0.012 1.916
C 3.770 -1.273 -1.826
C 3.011 -1.387 -2.989
C 3.610 -1.230 -4.229
C 4.963 -0.933 -4.316
C 5.715 -0.793 -3.160
C 5.122 -0.964 -1.915
As 0.023 -3.063 -1.485
C -0.766 -4.428 -2.623
C -0.797 -5.782 -2.295
C -1.376 -6.699 -3.158
C -1.936 -6.272 -4.355
C -1.916 -4.927 -4.686
C -1.332 -4.010 -3.823
C -1.089 -3.260 0.109
C -2.348 -3.851 0.059
C -3.185 -3.826 1.169
C -2.777 -3.212 2.342
C -1.522 -2.621 2.405
C -0.690 -2.642 1.295
H 1.372 -5.027 -0.564
H 2.189 -4.198 -1.883
H 3.543 -3.859 0.065
H 2.174 -3.484 1.097
H 5.369 -3.008 0.735
H 7.139 -2.585 2.374
H 7.127 -0.515 3.721
H 5.311 1.139 3.423
H 3.516 0.713 1.794
H 1.945 -1.577 -2.932
H 3.016 -1.328 -5.127
H 5.429 -0.804 -5.283
H 6.767 -0.551 -3.222
H 5.721 -0.847 -1.020
H -0.382 -6.130 -1.357
H -1.394 -7.748 -2.895
H -2.387 -6.989 -5.027
H -2.351 -4.591 -5.618
H -1.309 -2.958 -4.092
H -2.686 -4.334 -0.851
H -4.160 -4.293 1.112
H -3.429 -3.197 3.204
H -1.195 -2.140 3.317
H 0.279 -2.156 1.359
C -4.125 -0.109 -1.730
N -2.739 0.242 -1.493
C -1.923 -0.204 -0.543
N -0.738 0.373 -0.668
C -0.901 1.192 -1.741
N -2.100 1.147 -2.262
C -5.117 0.636 -0.866
C -6.469 0.400 -1.091
C -7.432 1.028 -0.319
C -7.053 1.894 0.692
C -5.702 2.131 0.921
C -4.733 1.508 0.138
C -5.332 3.034 2.009
N -6.122 3.648 2.816
N -5.313 4.374 3.679
C -4.101 4.141 3.324
O -4.021 3.293 2.262
C -2.878 4.678 3.918
C -2.991 5.649 4.910
C -1.847 6.166 5.490
C -0.598 5.722 5.083
C -0.481 4.759 4.088
C 0.901 4.357 3.635
N 0.985 2.987 3.160
C 0.790 2.513 1.934
N 0.904 1.194 1.938
C 1.174 0.914 3.242
N 1.226 1.970 4.012
C -1.627 4.233 3.510
H -4.220 -1.185 -1.566
H -4.307 0.084 -2.787
H -2.204 -0.940 0.193
H -0.115 1.811 -2.143
H -6.772 -0.280 -1.878
H -8.480 0.840 -0.503
H -7.788 2.390 1.309
H -3.687 1.714 0.323
H -3.972 5.982 5.214
H -1.927 6.914 6.266
H 0.293 6.126 5.548
H 1.611 4.437 4.457
H 1.252 4.998 2.824
H 0.563 3.135 1.084
H 1.342 -0.081 3.617
H -1.564 3.469 2.745
Te 3.088 2.260 -0.967
C 3.163 3.017 -2.859
C 3.890 4.103 -3.302
C 3.698 4.367 -4.673
C 2.832 3.482 -5.258
S 2.252 2.332 -4.149
H 4.535 4.677 -2.655
H 4.176 5.172 -5.208
H 2.523 3.458 -6.290
*
```

=====

Entry from the Open Molecules 2025 dataset: 3 unconnected molecules or ions with the total composition CH5NO2S (the ωB97M-V functional and the def2-TZVPD basis).

Properties
Relative energy (zero: lowest compared OMol25 entry of this formula, charge and spin) (eV): 1.902
LUMO (alpha / beta) (eV): 0.8 / -3.8
Expectation value of S²: 2.0110
Kohn-Sham gap (alpha / beta) (hartree): 0.305 / 0.253

The geometry in ORCA input format:
```
! RIJCOSX wB97M-V def2-TZVPD def2/J DEFGRID3
* xyz 0 3
C 2.146 -0.100 -1.369
N 1.142 0.198 -0.671
O -1.958 0.954 0.177
O -1.422 -1.425 -0.084
S -1.132 -0.175 0.565
H -2.262 0.217 3.258
H 2.973 -0.685 -0.900
H 2.405 0.237 -2.369
H 0.432 0.687 -1.126
H -2.324 0.091 2.520
*
```

=====

Entry from the Open Molecules 2025 dataset: a molecular structure, C4H6CsO3 (the ωB97M-V functional and the def2-TZVPD basis).

Properties
Relative energy (zero: lowest compared OMol25 entry of this formula, charge and spin) (eV): 0.087
LUMO (eV): -3.4
Kohn-Sham gap (hartree): 0.410

The geometry in ORCA input format:
```
! RIJCOSX wB97M-V def2-TZVPD def2/J DEFGRID3
* xyz 1 1
Cs 4.737 1.191 1.240
C -1.972 0.061 -0.423
C -0.730 -0.149 0.416
C 0.292 -1.092 -0.227
O 1.528 -0.313 -0.245
C 1.267 0.933 0.131
O 2.082 1.818 0.092
O 0.012 1.090 0.536
H -2.428 -0.919 -0.589
H -1.649 0.401 -1.406
H -2.668 0.717 0.084
H -0.952 -0.457 1.437
H 0.095 -1.218 -1.293
H 0.386 -2.062 0.247
*
```

=====

Entry from the Open Molecules 2025 dataset: 6 unconnected molecules or ions with the total composition H14NO5 (the ωB97M-V functional and the def2-TZVPD basis).

Properties
Relative energy (zero: lowest compared OMol25 entry of this formula, charge and spin) (eV): 1.845
LUMO (eV): -3.0
Kohn-Sham gap (hartree): 0.398

The geometry in ORCA input format:
```
! RIJCOSX wB97M-V def2-TZVPD def2/J DEFGRID3
* xyz 1 1
N -0.381 -1.157 -0.394
H -0.344 -1.666 -1.247
H -1.149 -0.604 -0.282
H -0.534 -1.792 0.369
H 0.499 -0.698 -0.266
H 1.478 3.867 -2.029
H 0.140 3.033 -2.281
O 1.093 2.977 -1.968
H -1.955 -3.801 -1.164
H -1.518 -3.497 -2.709
O -1.675 -3.196 -1.808
H -2.078 1.501 0.615
H -2.776 1.593 -0.539
O -2.327 0.901 -0.172
H 2.623 0.998 0.025
H 1.458 1.614 -0.556
O 1.706 0.782 -0.081
H 1.903 0.190 5.174
H 0.796 -0.709 4.548
O 1.719 -0.456 4.416
*
```

=====

Entry from the Open Molecules 2025 dataset: a molecular structure, C3H8O4S (the ωB97M-V functional and the def2-TZVPD basis).

Properties
Relative energy (zero: lowest compared OMol25 entry of this formula, charge and spin) (eV): 2.884
LUMO (eV): 6.0
Kohn-Sham gap (hartree): 0.225

The geometry in ORCA input format:
```
! RIJCOSX wB97M-V def2-TZVPD def2/J DEFGRID3
* xyz -2 1
O -2.703 -1.139 0.259
C -1.785 -0.329 0.408
O -2.029 0.988 0.530
C -0.405 -0.702 0.261
C 0.700 0.322 0.433
S 2.240 -0.454 1.120
H -0.824 -0.650 1.364
H -0.208 -1.766 0.265
H 0.360 1.027 1.187
H 0.869 0.950 -0.441
H 1.552 -0.372 -1.958
H 2.509 -1.059 -1.006
O 2.282 -1.002 -1.973
H -1.871 1.468 -0.400
H -1.371 2.387 -2.332
O -1.122 2.306 -1.407
*
```